{"formula": "C24H20LiN2P", "method": "ωB97M-V with the def2-TZVPD basis set", "homo_energy_ev": [1.857, 2.198], "homo_lumo_gap_ev": [2.608, 2.260], "e_lumo_ev": [4.47, 4.46], "total_energy_ha": -1384.7686, "charge": -2, "symbols": ["Li", "N", "P", "C", "C", "C", "C", "C", "C", "C", "C", "C", "C", "C", "C", "C", "C", "C", "C", "C", "N", "H", "H", "H", "H", "H", "H", "H", "H", "H", "H", "H", "H", "H", "H", "H", "C", "C", "C", "C", "C", "C", "C", "H", "H", "H", "H", "H"], "positions_angstrom": [[0.561, 1.062, 0.037], [1.484, -1.761, -0.723], [-0.076, -1.446, 0.053], [-0.748, -0.416, -1.272], [-0.094, -0.092, -2.477], [-0.776, 0.520, -3.505], [-2.127, 0.823, -3.388], [-2.788, 0.514, -2.191], [-2.108, -0.089, -1.164], [-0.662, -3.132, -0.256], [-1.324, -3.800, 0.809], [-2.068, -4.926, 0.604], [-2.246, -5.440, -0.689], [-1.667, -4.760, -1.765], [-0.911, -3.636, -1.567], [2.605, -1.051, -0.413], [3.857, -1.662, -0.371], [4.988, -0.910, -0.101], [4.797, 0.460, 0.194], [3.533, 0.977, 0.138], [2.435, 0.285, -0.201], [1.643, -2.764, -0.767], [0.952, -0.335, -2.600], [-0.260, 0.756, -4.435], [-2.667, 1.290, -4.204], [-3.844, 0.730, -2.087], [-2.620, -0.363, -0.246], [-1.186, -3.412, 1.815], [-2.524, -5.441, 1.448], [-2.855, -6.323, -0.853], [-1.816, -5.142, -2.774], [-0.460, -3.126, -2.414], [3.937, -2.727, -0.569], [5.976, -1.351, -0.107], [5.640, 1.086, 0.460], [3.350, 2.022, 0.360], [0.111, 2.804, 0.913], [-0.321, 3.639, 1.863], [-1.261, 3.165, 2.866], [-1.705, 3.955, 3.882], [-1.297, 5.287, 4.018], [-0.430, 5.798, 3.050], [0.038, 5.036, 2.015], [-1.590, 2.135, 2.776], [-2.411, 3.540, 4.600], [-1.649, 5.903, 4.840], [-0.128, 6.845, 3.116], [0.711, 5.471, 1.281]]}

=====

{"formula": "C24H20N2O4S", "method": "ωB97M-V with the def2-TZVPD basis set", "smiles": "C=CCOc1cccc([C@H]2C(C(=O)c3cccs3)=C(O)C(=O)N2Cc2cccnc2)c1", "homo_energy_ev": -8.560, "homo_lumo_gap_ev": 8.258, "e_lumo_ev": -0.30, "total_energy_ha": -1735.2059, "charge": 0, "symbols": ["C", "C", "C", "O", "C", "C", "C", "C", "C", "C", "C", "C", "O", "C", "C", "C", "C", "S", "C", "O", "C", "O", "N", "C", "C", "C", "C", "C", "N", "C", "C", "H", "H", "H", "H", "H", "H", "H", "H", "H", "H", "H", "H", "H", "H", "H", "H", "H", "H", "H", "H"], "positions_angstrom": [[4.991, -2.435, -2.874], [4.727, -1.251, -3.391], [3.710, -0.287, -2.858], [3.049, -0.841, -1.740], [2.007, -0.165, -1.203], [1.627, 1.130, -1.541], [0.526, 1.704, -0.928], [-0.218, 1.004, 0.000], [0.153, -0.293, 0.337], [-0.719, -1.110, 1.264], [-1.195, -0.328, 2.462], [-0.228, 0.142, 3.466], [0.787, -0.487, 3.710], [-0.534, 1.398, 4.143], [0.046, 1.850, 5.303], [-0.404, 3.124, 5.681], [-1.303, 3.639, 4.795], [-1.630, 2.574, 3.499], [-2.540, -0.271, 2.435], [-3.428, 0.254, 3.282], [-3.039, -0.994, 1.232], [-4.215, -1.106, 0.931], [-1.956, -1.486, 0.604], [-1.995, -2.191, -0.655], [-1.694, -1.284, -1.821], [-2.488, -0.169, -2.067], [-2.165, 0.667, -3.121], [-1.056, 0.354, -3.891], [-0.305, -0.712, -3.679], [-0.619, -1.508, -2.673], [1.267, -0.862, -0.246], [5.734, -3.085, -3.300], [4.469, -2.790, -2.003], [5.249, -0.887, -4.265], [4.219, 0.650, -2.579], [2.979, -0.058, -3.649], [2.173, 1.697, -2.276], [0.242, 2.712, -1.192], [-1.087, 1.454, 0.456], [-0.170, -2.005, 1.584], [0.761, 1.264, 5.851], [-0.075, 3.640, 6.565], [-1.795, 4.591, 4.832], [-4.312, 0.045, 2.928], [-1.280, -3.018, -0.623], [-3.010, -2.592, -0.753], [-3.343, 0.033, -1.439], [-2.760, 1.541, -3.339], [-0.755, 0.980, -4.722], [0.025, -2.369, -2.543], [1.579, -1.863, 0.009]]}

=====

{"formula": "C24H20N4O8", "method": "ωB97M-V with the def2-TZVPD basis set", "smiles": "O=[N+]([O-])c1ccccc1.O=[N+]([O-])c1ccccc1.O=[N+]([O-])c1ccccc1.O=[N+]([O-])c1ccccc1", "homo_energy_ev": -9.366, "homo_lumo_gap_ev": 7.642, "e_lumo_ev": -1.72, "total_energy_ha": -1746.5572, "charge": 0, "symbols": ["O", "N", "O", "C", "C", "C", "C", "C", "C", "H", "H", "H", "H", "H", "O", "N", "O", "C", "C", "C", "C", "C", "C", "H", "H", "H", "H", "H", "O", "N", "O", "C", "C", "C", "C", "C", "C", "H", "H", "H", "H", "H", "O", "N", "O", "C", "C", "C", "C", "C", "C", "H", "H", "H", "H", "H"], "positions_angstrom": [[-0.138, -2.033, -2.211], [0.113, -1.606, -0.991], [-0.511, -1.941, 0.045], [1.119, -0.547, -0.906], [1.731, 0.203, -2.143], [2.693, 1.412, -2.041], [3.290, 1.718, -0.641], [2.640, 1.181, 0.422], [1.378, 0.219, 0.394], [1.411, -0.054, -3.204], [3.004, 1.787, -2.999], [4.033, 2.424, -0.511], [2.646, 1.530, 1.430], [0.978, -0.121, 1.172], [-3.776, -1.718, 5.729], [-3.052, -1.725, 4.742], [-2.645, -2.790, 4.221], [-3.063, -0.577, 3.875], [-3.368, 0.865, 4.403], [-3.360, 2.079, 3.412], [-2.769, 1.868, 2.006], [-2.362, 0.483, 1.637], [-2.491, -0.669, 2.479], [-3.324, 1.109, 5.389], [-3.633, 3.033, 3.948], [-2.957, 2.707, 1.077], [-2.193, 0.333, 0.641], [-2.268, -1.590, 2.281], [1.497, 0.106, -6.012], [1.055, -0.606, -6.963], [1.545, -0.583, -8.070], [-0.062, -1.501, -6.739], [-0.277, -2.038, -5.343], [-1.572, -2.943, -5.193], [-2.557, -3.124, -6.401], [-2.244, -2.680, -7.753], [-0.901, -1.982, -7.875], [0.237, -1.459, -4.368], [-1.877, -3.526, -4.159], [-3.595, -3.613, -6.354], [-2.888, -2.984, -8.611], [-0.580, -1.498, -8.687], [4.137, 3.787, 3.112], [4.160, 2.824, 3.886], [5.118, 2.407, 4.491], [2.918, 2.097, 4.151], [2.955, 0.696, 4.767], [1.687, -0.180, 5.061], [0.463, 0.432, 4.519], [0.342, 1.700, 3.772], [1.596, 2.605, 3.619], [3.740, 0.185, 4.974], [1.483, -1.198, 5.594], [-0.438, -0.177, 4.700], [-0.491, 2.145, 3.266], [1.422, 3.530, 2.963]]}

=====

{"formula": "C24H20N8O4", "method": "ωB97M-V with the def2-TZVPD basis set", "homo_energy_ev": -8.513, "homo_lumo_gap_ev": 5.740, "e_lumo_ev": -2.77, "total_energy_ha": -1665.2207, "charge": 0, "symbols": ["N", "C", "C", "C", "C", "N", "O", "O", "N", "C", "C", "N", "O", "O", "C", "H", "H", "N", "N", "N", "C", "C", "C", "C", "C", "C", "C", "C", "C", "C", "C", "C", "C", "C", "C", "C", "C", "N", "H", "H", "H", "H", "H", "H", "H", "H", "H", "H", "H", "H", "H", "H", "H", "H", "H", "H"], "positions_angstrom": [[4.833, -0.555, 1.748], [3.686, -0.572, 1.977], [2.274, -0.591, 2.261], [1.604, 0.606, 2.603], [0.244, 0.538, 2.910], [-0.641, 1.574, 3.180], [-0.518, 2.780, 3.307], [-1.918, 0.955, 3.293], [-1.840, -0.402, 3.063], [-0.517, -0.638, 2.832], [0.164, -1.864, 2.462], [-0.495, -3.139, 2.290], [-1.731, -3.262, 2.371], [0.263, -4.113, 2.048], [1.549, -1.807, 2.225], [2.126, 1.557, 2.683], [2.074, -2.732, 1.983], [2.670, 1.860, -3.992], [1.939, 2.610, -3.521], [1.263, 3.585, -3.139], [0.261, 3.283, -2.115], [-0.668, 4.487, -2.031], [-1.920, 4.369, -1.422], [-2.742, 5.494, -1.307], [-2.290, 6.731, -1.777], [-1.035, 6.847, -2.385], [-0.227, 5.712, -2.519], [-0.476, 2.022, -2.507], [-0.760, 1.876, -3.862], [-1.495, 0.768, -4.298], [-1.979, -0.150, -3.358], [-1.728, 0.022, -1.994], [-0.977, 1.126, -1.559], [1.027, 3.153, -0.784], [2.014, 4.337, -0.582], [3.307, 3.690, -0.094], [3.211, 2.201, -0.484], [1.831, 1.999, -0.797], [-2.249, 3.396, -1.048], [-3.724, 5.390, -0.846], [-2.919, 7.612, -1.663], [-0.665, 7.806, -2.755], [0.747, 5.776, -3.012], [-0.463, 2.662, -4.568], [-1.674, 0.645, -5.368], [-2.559, -1.006, -3.694], [-2.110, -0.681, -1.250], [-0.815, 1.290, -0.487], [0.292, 3.130, 0.047], [2.186, 4.786, -1.566], [1.587, 5.104, 0.071], [4.178, 4.152, -0.563], [3.382, 3.775, 0.995], [3.813, 2.018, -1.394], [3.581, 1.501, 0.280], [1.443, 1.066, -0.813]]}

=====

{"formula": "C24H21AuN2O2PS2", "method": "ωB97M-V with the def2-TZVPD basis set", "homo_energy_ev": [-12.008, -11.610], "homo_lumo_gap_ev": [8.659, 4.199], "spin_multiplicity": 3, "e_lumo_ev": [-3.35, -7.41], "total_energy_ha": -2460.2713, "charge": 1, "symbols": ["Au", "S", "C", "S", "C", "C", "N", "C", "N", "C", "C", "O", "H", "H", "H", "H", "H", "H", "O", "P", "C", "C", "C", "C", "C", "C", "C", "C", "C", "C", "C", "C", "C", "C", "C", "C", "C", "C", "H", "H", "H", "H", "H", "H", "H", "H", "H", "H", "H", "H", "H", "H", "H"], "positions_angstrom": [[0.296, -1.499, 1.755], [2.709, -1.923, 1.852], [2.358, -3.158, 2.990], [0.666, -3.259, 3.295], [3.292, -3.958, 3.582], [2.880, -4.949, 4.526], [2.535, -5.721, 5.305], [4.671, -3.807, 3.239], [5.780, -3.687, 2.962], [-4.115, -3.114, 2.063], [-2.637, -3.119, 1.776], [-2.060, -1.792, 1.949], [-4.525, -4.110, 1.895], [-4.639, -2.412, 1.414], [-4.318, -2.850, 3.103], [-2.427, -3.377, 0.740], [-2.106, -3.823, 2.419], [-2.382, -1.412, 2.778], [0.116, 0.357, 0.774], [0.104, 1.091, -0.575], [1.660, 0.808, -1.420], [2.740, 0.445, -0.617], [4.003, 0.262, -1.160], [4.198, 0.438, -2.521], [3.133, 0.814, -3.330], [1.873, 1.002, -2.786], [-1.302, 0.575, -1.569], [-1.546, 1.021, -2.872], [-2.682, 0.614, -3.551], [-3.594, -0.235, -2.939], [-3.371, -0.667, -1.643], [-2.233, -0.263, -0.957], [-0.039, 2.838, -0.244], [-0.055, 3.769, -1.284], [-0.154, 5.120, -1.003], [-0.236, 5.550, 0.316], [-0.215, 4.631, 1.353], [-0.118, 3.273, 1.078], [2.592, 0.358, 0.452], [4.834, -0.005, -0.520], [5.179, 0.291, -2.953], [3.283, 0.960, -4.391], [1.071, 1.294, -3.445], [-0.876, 1.703, -3.370], [-2.856, 0.967, -4.559], [-4.481, -0.549, -3.474], [-4.089, -1.315, -1.156], [-2.076, -0.598, 0.059], [0.018, 3.454, -2.317], [-0.164, 5.840, -1.811], [-0.316, 6.607, 0.532], [-0.275, 4.970, 2.378], [-0.102, 2.552, 1.883]]}